{
  "formula": "C2H10N2O2",
  "method": "wB97M-V/def2-TZVPD",
  "symbols": ["H", "N", "C", "N", "C", "H", "H", "H", "H", "H", "O", "H", "H", "O", "H", "H"],
  "xyz": [[-0.5281, 2.8852, 0.7322], [-0.5102, 1.9935, 0.2443], [0.3330, 1.2258, 0.6920], [0.1910, -0.1217, 0.8013], [0.9204, -0.8955, 1.7761], [1.0733, 1.8545, 1.4156], [-0.3712, -0.8306, 0.3939], [1.1548, -1.8838, 1.3815], [0.4234, -1.1749, 2.7586], [1.8181, -0.3569, 1.9516], [1.9061, -0.4628, -2.7283], [1.5046, 0.3288, -2.8804], [1.9087, -0.7111, -3.6490], [-2.7081, -1.1807, -0.1488], [-3.4561, -1.6105, -0.4385], [-2.3979, -0.4368, -0.7768]],
  "forces_ev_per_angstrom": [[0.7, 0.1, -1.0], [-3.7, 1.8, -2.2], [1.7, 0.4, 4.5], [1.7, -1.3, 1.0], [0.2, -0.6, 0.9], [-0.5, -2.8, -1.2], [-1.6, 1.1, -1.5], [0.3, 0.1, -0.3], [0.0, 1.0, -1.0], [1.1, 0.1, 0.7], [1.4, -2.9, 0.1], [-1.9, 4.0, 0.4], [0.5, -1.1, -0.5], [3.9, 3.1, 0.1], [-2.5, -1.1, -1.5], [-1.3, -1.9, 1.4]],
  "smiles": "[H]/N=C/NC.O.O",
  "e_above_lowest_kcal_mol": 57.4,
  "orbital_gap_ev": 9.305,
  "homo_ha": -0.3113
}

---

{
  "formula": "C43H46AsCdFN4O5S",
  "method": "wB97M-V/def2-TZVPD",
  "symbols": ["Cd", "C", "O", "C", "C", "C", "C", "C", "C", "N", "N", "C", "C", "C", "C", "O", "C", "N", "C", "C", "C", "C", "H", "H", "H", "H", "H", "H", "H", "H", "H", "H", "H", "H", "F", "C", "C", "C", "C", "C", "C", "C", "H", "H", "H", "H", "H", "H", "C", "O", "C", "C", "H", "H", "H", "H", "H", "H", "C", "As", "C", "C", "S", "H", "H", "H", "H", "H", "H", "H", "H", "H", "C", "O", "C", "C", "C", "C", "C", "C", "N", "C", "C", "C", "C", "C", "C", "C", "O", "H", "H", "H", "H", "H", "H", "H", "H", "H", "H", "H", "H", "H"],
  "xyz": [[0.4057, 0.9605, 0.6813], [3.9894, -4.6298, -3.9843], [4.2707, -4.6404, -2.6037], [5.0820, -3.6255, -2.1449], [4.9253, -3.2431, -0.8177], [5.6759, -2.2152, -0.2896], [6.6484, -1.5517, -1.0626], [6.8217, -1.9843, -2.3822], [6.0413, -2.9945, -2.9225], [7.5440, -0.6359, -0.5318], [7.2454, 0.1724, 0.4050], [5.9627, 0.5516, 0.7034], [5.7460, 0.9872, 2.0217], [4.5057, 1.3307, 2.5003], [3.3386, 1.2883, 1.6934], [2.1951, 1.5849, 2.1359], [3.5494, 0.9201, 0.2971], [2.4581, 0.9226, -0.5062], [2.5930, 0.7179, -1.8003], [3.8459, 0.5790, -2.4004], [4.9660, 0.5303, -1.6031], [4.8428, 0.6192, -0.2048], [3.1592, -5.3170, -4.1381], [4.8430, -4.9741, -4.5801], [3.6966, -3.6321, -4.3238], [4.1850, -3.7555, -0.2160], [5.5338, -1.9160, 0.7408], [7.5693, -1.4972, -2.9967], [6.1866, -3.2798, -3.9566], [6.6024, 0.9821, 2.6870], [4.3860, 1.6371, 3.5327], [1.6820, 0.6749, -2.3888], [3.9179, 0.5008, -3.4764], [5.9476, 0.4439, -2.0452], [-6.1675, 1.0804, 4.7357], [-4.9250, 1.4949, 4.3686], [-4.8034, 2.6135, 3.5677], [-3.5364, 3.0399, 3.2105], [-2.3934, 2.3703, 3.6529], [-1.0331, 2.8385, 3.2154], [-2.5633, 1.2505, 4.4581], [-3.8285, 0.7975, 4.8162], [-5.6905, 3.1247, 3.2169], [-3.4103, 3.8888, 2.5519], [-0.2444, 2.1691, 3.5604], [-0.8385, 3.8389, 3.6065], [-1.6902, 0.7087, 4.8022], [-3.9642, -0.0883, 5.4233], [0.6168, -1.4326, 4.4561], [0.9090, -0.8266, 3.1860], [0.0438, -0.7249, 2.2255], [-1.2969, -1.3116, 2.3896], [-0.2076, -0.9228, 4.9524], [1.5218, -1.3155, 5.0455], [0.3834, -2.4919, 4.3481], [-1.5204, -1.7730, 3.3556], [-1.4030, -2.0491, 1.5849], [-2.0394, -0.5413, 2.1635], [-0.4460, 4.7617, -3.3422], [-1.3678, 4.1538, -1.6960], [-2.0044, 5.9501, -1.1566], [-3.0368, 3.6293, -2.6022], [-0.9289, 3.0020, 1.3734], [-1.1205, 5.2903, -4.0190], [-0.0356, 3.8936, -3.8591], [0.3871, 5.4168, -3.0809], [-2.3844, 6.5277, -2.0023], [-1.1868, 6.4996, -0.6882], [-2.7988, 5.8332, -0.4185], [-3.3435, 4.3803, -3.3346], [-3.8307, 3.5025, -1.8645], [-2.8851, 2.6746, -3.1060], [-3.7776, -4.2410, 2.7760], [-3.5544, -3.8747, 1.4424], [-4.0806, -2.6559, 1.0336], [-5.0505, -1.9739, 1.7343], [-5.5307, -0.7494, 1.2642], [-5.0144, -0.2329, 0.0843], [-4.0490, -0.9180, -0.6348], [-3.5490, -2.1480, -0.1797], [-2.6243, -2.8811, -0.8530], [-2.1378, -2.6665, -2.1625], [-1.6272, -1.4861, -2.7288], [-1.5981, -1.3791, -4.1475], [-1.1162, -0.2672, -4.8162], [-0.6091, 0.8008, -4.0834], [-0.5804, 0.7242, -2.6913], [-1.0424, -0.3865, -1.9576], [-0.8967, -0.4697, -0.6694], [-3.0961, -5.0643, 2.9915], [-4.8075, -4.5810, 2.9399], [-3.5694, -3.4134, 3.4627], [-5.4556, -2.3795, 2.6545], [-6.2924, -0.2198, 1.8214], [-5.3663, 0.7252, -0.2800], [-3.6528, -0.5089, -1.5525], [-2.4358, -3.7764, -0.4374], [-2.2415, -3.5371, -2.8077], [-2.0123, -2.2080, -4.7159], [-1.1377, -0.2197, -5.9008], [-0.2293, 1.6798, -4.5977], [-0.1634, 1.5439, -2.1084]],
  "forces_ev_per_angstrom": [[-0.9, -0.3, -0.7], [0.0, -0.1, -0.2], [0.2, 0.3, 0.2], [-0.1, -0.2, -0.1], [-0.1, -0.1, 0.1], [0.4, 0.0, -0.1], [-0.8, -1.1, -0.5], [0.0, 0.2, 0.4], [-0.1, -0.1, -0.2], [0.8, 0.7, 0.8], [0.5, -0.2, -0.7], [-0.7, 0.3, 0.3], [0.0, -0.2, -0.4], [0.1, 0.0, 0.3], [-0.5, 0.2, 0.7], [0.7, -0.2, -0.3], [0.4, -0.3, -0.7], [0.1, 0.0, 0.1], [-0.3, 0.0, 0.0], [0.5, 0.0, 0.3], [-0.4, 0.2, -0.4], [-0.2, 0.3, 0.4], [0.0, 0.0, 0.0], [0.0, 0.0, 0.0], [0.0, 0.0, 0.0], [0.0, 0.0, 0.0], [-0.1, -0.1, 0.0], [0.1, 0.0, 0.0], [0.0, 0.0, 0.0], [0.0, 0.1, 0.0], [-0.1, 0.0, 0.0], [0.0, 0.0, 0.0], [0.0, 0.0, 0.0], [-0.1, 0.1, 0.0], [0.0, 0.0, 0.0], [0.0, 0.0, 0.0], [0.0, 0.1, 0.0], [0.0, -0.1, 0.1], [0.1, -0.1, 0.0], [0.0, 0.0, -0.5], [0.0, 0.1, -0.1], [0.0, -0.1, 0.1], [0.0, 0.0, 0.0], [0.0, 0.0, 0.0], [0.0, 0.0, 0.2], [0.0, -0.1, 0.1], [0.0, 0.0, 0.0], [0.0, 0.0, 0.0], [0.0, -0.3, 0.3], [-0.1, -0.1, 0.0], [-0.2, 0.5, 0.2], [0.2, -0.2, 0.2], [0.0, 0.0, -0.1], [0.0, 0.0, 0.0], [0.0, 0.0, 0.0], [0.0, 0.0, -0.1], [-0.1, 0.1, -0.2], [0.0, 0.0, -0.2], [0.1, 0.0, 0.0], [-0.1, 0.1, -0.4], [0.1, 0.0, 0.1], [0.0, -0.1, 0.0], [0.0, 0.0, 0.2], [0.0, 0.0, 0.0], [-0.1, 0.0, 0.0], [0.0, 0.0, 0.1], [0.0, -0.1, -0.1], [0.0, 0.0, 0.0], [0.0, 0.0, 0.0], [0.0, 0.0, 0.0], [0.0, 0.0, 0.0], [0.1, 0.0, 0.0], [0.0, -0.1, 0.0], [0.1, 0.0, 0.0], [0.0, 0.2, 0.1], [0.0, 0.0, 0.1], [-0.1, 0.2, 0.0], [0.0, -0.1, 0.1], [0.0, 0.1, -0.1], [0.1, -0.5, -0.3], [-0.2, 0.3, 0.6], [0.2, -0.1, -0.4], [0.1, -0.3, 0.4], [0.0, 0.1, 0.1], [0.3, 0.2, 0.2], [0.1, 0.3, -0.8], [-0.4, -0.5, 0.7], [0.1, 0.6, -1.2], [0.5, 0.2, 1.2], [0.0, 0.0, 0.0], [0.0, 0.0, 0.0], [0.0, 0.0, 0.0], [0.0, 0.0, 0.0], [0.0, 0.0, 0.0], [0.0, 0.0, 0.0], [0.1, 0.0, 0.0], [0.1, 0.0, 0.1], [-0.2, 0.1, 0.0], [0.0, 0.0, 0.0], [0.0, 0.0, 0.0], [0.0, 0.0, 0.0], [0.0, 0.1, 0.0]],
  "e_above_lowest_kcal_mol": 14.3,
  "orbital_gap_ev": 2.647,
  "charge": -2,
  "homo_ha": 0.0431
}